7
Properties=species:S:1:pos:R:3:forces:R:3 method="wB97M-V/def2-TZVPD" total_energy_ev=-23449.1942 de_lowest_kj_mol=77.0 gap_ev=10.7 lumo_ha=-0.0556
S -1.7487 1.3598 -1.6816 -1.9317 -0.4190 -2.2500
F 1.3576 0.1177 1.7954 0.2108 -0.1681 -0.2846
F 1.3244 -1.0997 0.0533 0.4806 0.2459 -1.6684
O -1.5774 2.7229 -2.1105 0.2496 -0.5403 0.5712
O 0.8172 -2.0080 1.9565 -0.2722 -1.4666 1.0661
O -2.6865 0.5702 -2.4947 1.6866 0.9583 1.6802
C 1.1640 -1.1080 1.3217 -0.4237 1.3898 0.8854